Formula: C61H57ClN5O4SSbSn
Source: the OMol25 dataset
Level of theory: ωB97M-V with the def2-TZVPD basis set

Geometry as XYZ:
```
131
C61H57ClN5O4SSbSn | the OMol25 dataset | ωB97M-V with the def2-TZVPD basis set
Sn 0.033 0.315 -0.710
C 3.032 -3.764 -0.601
C 2.556 -2.405 -1.032
N 2.009 -1.556 -0.242
N 1.937 -1.890 1.081
C 1.322 -0.940 1.772
O 0.753 0.105 1.335
C 1.299 -1.134 3.258
C 1.594 -2.363 3.841
C 1.533 -2.516 5.218
C 1.189 -1.439 6.027
C 0.903 -0.209 5.448
C 0.953 -0.060 4.069
C 2.736 -2.007 -2.451
C 2.879 -2.970 -3.457
C 3.046 -2.561 -4.767
C 3.069 -1.203 -5.049
C 2.922 -0.318 -3.987
N 2.779 -0.700 -2.726
H 2.888 -3.866 0.471
H 2.470 -4.556 -1.106
H 4.090 -3.907 -0.842
H 1.860 -3.190 3.197
H 1.750 -3.480 5.664
H 1.140 -1.559 7.103
H 0.639 0.638 6.070
H 0.729 0.890 3.601
H 2.847 -4.024 -3.214
H 3.139 -3.294 -5.561
H 3.212 -0.835 -6.057
H 2.938 0.757 -4.151
C -0.001 4.863 -1.263
C -0.384 3.672 -0.386
O 0.632 2.986 0.166
C -1.689 3.338 -0.320
C -2.418 2.214 0.260
C -3.839 2.431 0.676
N -1.957 0.995 0.265
N -2.739 0.029 0.718
C -2.177 -1.302 0.502
O -1.082 -1.357 -0.350
C -3.296 -2.156 -0.115
C -4.619 -2.042 0.311
C -5.606 -2.866 -0.211
C -5.294 -3.811 -1.184
C -3.984 -3.914 -1.631
C -2.995 -3.093 -1.097
H 1.063 4.829 -1.488
H -0.551 4.843 -2.206
H -0.208 5.824 -0.779
H -2.343 4.033 -0.849
H -4.092 3.493 0.661
H -4.521 1.870 0.020
H -4.018 2.028 1.679
H -4.857 -1.289 1.051
H -6.628 -2.770 0.140
H -6.067 -4.453 -1.592
H -3.729 -4.637 -2.400
H -1.967 -3.150 -1.435
Cl -5.591 -5.845 4.416
C -4.457 -4.710 3.701
C -4.424 -3.406 4.154
C -3.524 -2.518 3.578
C -2.662 -2.909 2.556
C -1.737 -1.922 1.905
C -2.716 -4.240 2.138
C -3.607 -5.142 2.697
H -5.094 -3.087 4.942
H -3.498 -1.488 3.914
H -1.593 -1.080 2.580
H -0.772 -2.402 1.737
H -2.056 -4.566 1.341
H -3.650 -6.168 2.355
S 3.355 1.935 1.352
Sb 1.872 3.568 1.859
C 2.341 5.403 0.857
C 1.749 6.631 1.133
C 2.152 7.780 0.464
C 3.164 7.711 -0.487
C 3.767 6.491 -0.761
C 3.358 5.343 -0.091
C 2.848 4.342 3.705
C 2.522 3.792 4.945
C 3.185 4.166 6.108
C 4.199 5.115 6.055
C 4.542 5.673 4.831
C 3.875 5.285 3.673
C 0.024 3.589 2.930
C -0.317 4.708 3.686
C -1.496 4.734 4.419
C -2.329 3.620 4.429
C -1.982 2.494 3.695
C -0.821 2.487 2.932
H 0.951 6.702 1.863
H 1.674 8.728 0.682
H 3.479 8.606 -1.011
H 4.557 6.429 -1.501
H 3.822 4.382 -0.300
H 1.728 3.053 5.014
H 2.912 3.715 7.056
H 4.719 5.413 6.959
H 5.336 6.412 4.775
H 4.170 5.730 2.728
H 0.358 5.555 3.743
H -1.755 5.615 4.996
H -3.246 3.631 5.007
H -2.625 1.623 3.682
H -0.585 1.612 2.330
C 0.279 -5.828 -8.420
C 0.139 -4.708 -7.424
C -0.008 -4.971 -6.072
C -0.159 -3.956 -5.130
C -0.335 -4.335 -3.684
C -0.151 -2.626 -5.579
C -0.218 -1.499 -4.607
O -0.199 -1.639 -3.412
C -0.029 -2.339 -6.948
C -0.039 -0.925 -7.479
C 0.121 -3.385 -7.847
H 0.545 -6.763 -7.927
H 1.046 -5.603 -9.162
H -0.658 -5.990 -8.957
H -0.009 -6.001 -5.729
H -0.405 -5.420 -3.592
H -1.225 -3.877 -3.253
H 0.496 -3.974 -3.076
H -0.298 -0.486 -5.040
H -0.972 -0.410 -7.251
H 0.081 -0.936 -8.563
H 0.769 -0.329 -7.055
H 0.228 -3.160 -8.904
```

- total charge = -2
- molar mass (g mol⁻¹) = 1232.149
- ΔE to the lowest compared entry with this formula, charge and spin (kJ/mol) = 29.5
- electronic energy (eV) = -115549.926
- highest occupied orbital energy (eV) = -0.635
- strongest force on any atom (eV Å⁻¹) = 0.555
- E_LUMO (eV) = 3.312
- HOMO-LUMO gap (eV) = 3.9468